ORCA calculation (ωB97M-V with the def2-TZVPD basis set) on a structure of composition C17H18FN3OS in a non-equilibrium geometry.

Geometry as XYZ:
```
41
Properties=species:S:1:pos:R:3:forces:R:3:mulliken_charge:R:1
O -5.058691 -1.161009 -1.071615 3.843 0.621 0.527 -0.735
C -3.890839 -0.695804 -0.809684 -5.427 2.678 0.615 0.591
N -3.795373 0.556010 -0.139488 -9.423 -5.445 -2.712 0.147
C -2.652430 1.079005 0.227420 3.109 2.417 1.627 0.057
H -2.205961 1.376902 -0.783332 0.908 0.894 1.983 0.266
C -3.018584 2.110316 1.344001 2.329 0.436 1.266 -0.890
C -3.967235 3.165625 0.902797 5.895 -1.470 -11.763 -1.160
C -4.956529 2.710432 -0.321315 -1.640 -0.307 2.222 -0.467
C -5.222880 1.246995 0.039454 3.621 1.889 4.447 -0.829
H -5.910050 0.744852 -0.506924 -1.790 -1.639 -1.648 0.583
H -5.536406 1.309144 1.198608 0.581 -0.929 -2.438 0.184
H -5.979545 3.331737 -0.220349 2.415 -1.296 -0.624 0.296
H -4.579911 2.574112 -1.348950 0.192 1.356 0.399 0.303
H -3.264072 4.115738 0.227002 -1.509 -2.666 1.842 0.225
H -4.368234 3.795326 1.439275 -4.466 5.359 6.415 0.776
H -3.488506 1.708211 2.298685 0.879 -0.646 -1.349 0.323
H -1.972154 2.461519 1.651803 -1.672 0.267 -0.071 0.378
H -2.056946 0.322084 0.755486 0.396 0.324 -0.439 0.016
C -2.637165 -1.280046 -1.221001 -8.520 -11.133 1.990 -1.123
H -1.994762 -0.662455 -1.392742 7.736 6.548 -2.538 0.754
H -3.012016 -2.154943 -1.992985 1.751 2.393 1.684 0.282
S -2.152894 -2.165333 0.439195 1.380 0.822 -1.593 -0.116
C -0.379685 -1.592135 0.314793 -2.328 -3.259 3.110 1.008
N -0.093617 -0.697307 -0.414421 2.462 7.269 -7.999 0.016
N 1.179815 -0.125763 -0.866335 0.577 -5.373 7.854 -0.795
C 2.210183 -0.754025 0.163816 -4.297 0.534 -4.097 0.189
C 1.851529 -1.998231 1.085094 6.027 6.433 -2.413 -0.805
C 0.593227 -2.125449 1.106325 -5.058 -8.069 5.502 -0.289
H 0.172000 -3.115659 1.915095 1.158 3.088 -2.368 0.041
H 2.649075 -2.276628 1.778883 -0.629 -0.508 -0.401 0.341
C 3.470052 -0.072679 -0.017704 -1.834 -2.051 0.996 1.061
C 4.353096 -0.228133 0.948570 3.990 -0.239 7.620 -0.240
C 5.665803 0.403337 0.936263 -3.085 -1.775 -1.699 -0.721
C 5.931541 0.821492 -0.318284 3.560 2.442 2.176 0.337
C 5.019391 0.927099 -1.342072 6.434 -0.850 4.564 -0.968
C 3.847220 0.630431 -1.136138 -11.110 -4.230 -4.159 -0.120
H 3.104843 0.454278 -2.140773 1.780 1.342 3.119 0.238
H 5.332747 1.483608 -2.008347 2.820 4.716 -7.383 0.681
F 7.156962 1.540781 -0.439094 -1.619 -1.210 -0.522 -0.317
H 6.243098 0.486968 1.810609 0.890 0.016 0.554 0.478
H 4.206698 -0.717073 2.187561 -0.326 1.251 -4.295 0.005
```
Forces are in eV/Å.

F_max = 14.16 eV/Å
HOMO = -8.47 eV
HOMO-LUMO gap = 7.633 eV
ΔE to the lowest compared entry with this formula, charge and spin = 1452.0 kJ/mol
Electronic energy = -1395.6462 Eh

=====

ORCA calculation (ωB97M-V with the def2-TZVPD basis set) on a structure of composition C31H52N6O3S4SbScSi3 in a non-equilibrium geometry.

Geometry as XYZ:
```
101
Properties=species:S:1:pos:R:3:forces:R:3:mulliken_charge:R:1
Sc -0.353912 0.653744 0.200603 -1.341 0.769 -0.066 -0.745
N -2.566871 1.339312 -0.656861 0.253 0.083 -0.071 0.104
C -2.241965 2.461247 -1.561827 -0.096 -0.154 -0.058 1.153
C -3.396696 2.887663 -2.462086 -0.016 -0.035 -0.024 -0.857
C -3.281303 4.255785 -3.157360 -0.003 -0.078 -0.121 -0.975
C -2.562639 5.377834 -2.415475 -0.020 0.107 -0.020 -0.881
N -1.113437 5.171667 -2.480256 -0.090 -0.174 0.041 -0.084
C -0.282353 5.324919 -1.457987 0.122 0.114 -0.103 0.441
N -0.557847 6.180631 -0.467370 -0.039 -0.096 0.250 -0.344
N 0.894531 4.689503 -1.474456 -0.098 -0.012 0.003 -0.274
C -0.946818 2.134252 -2.299826 0.138 -0.035 0.088 -0.232
O -0.741899 2.553733 -3.435981 0.078 0.122 0.049 -0.826
O -0.066911 1.510358 -1.589992 0.057 0.388 -0.526 -0.300
H -3.025149 0.618159 -1.209334 0.013 -0.107 0.142 -0.010
H -3.223473 1.660729 0.050148 0.092 -0.001 0.088 0.328
H -1.965075 3.275493 -0.888761 -0.044 0.066 0.019 -0.108
H -4.303723 2.879508 -1.851350 0.020 0.011 0.039 0.509
H -3.523115 2.131251 -3.240877 -0.105 -0.024 0.035 0.000
H -4.286866 4.618743 -3.373387 -0.026 -0.044 -0.041 0.540
H -2.787136 4.122539 -4.121816 -0.002 0.058 0.002 0.304
H -2.879211 5.427648 -1.369966 -0.042 -0.083 0.004 0.335
H -2.821160 6.325714 -2.889570 0.045 0.057 0.053 0.380
H -0.838500 4.460100 -3.155903 0.026 -0.045 0.004 0.289
H -1.502741 6.516359 -0.381128 0.036 0.062 -0.073 0.302
H -0.099972 6.023343 0.419924 -0.007 -0.097 -0.001 0.289
H 0.979995 3.880861 -2.075903 0.043 -0.039 0.004 0.236
H 1.436763 4.665281 -0.624777 -0.004 -0.041 0.030 0.305
C 1.164499 -3.434009 -2.014260 0.169 0.018 -0.037 -1.269
Sb 1.262898 -1.408822 -1.271423 0.321 -0.605 0.031 0.375
C -0.900164 -1.362180 -0.800257 0.225 0.372 0.083 0.902
C -1.418308 -1.166572 -2.155561 0.109 -0.094 -0.047 0.996
C -2.782099 -1.141832 -2.526957 -0.012 0.023 0.034 -0.369
C -3.136599 -0.851990 -3.829348 -0.006 0.009 0.002 -1.006
C -2.154709 -0.588665 -4.779193 -0.048 0.011 0.008 -0.865
C -0.840015 -0.691185 -4.368018 0.025 -0.079 0.059 -0.682
N -0.490617 -0.997723 -3.122879 -0.069 -0.012 -0.100 -0.467
Si -1.893940 -2.593024 0.197068 -0.098 -0.103 0.026 0.169
C -3.430686 -1.737593 0.909005 0.007 -0.024 -0.006 -0.931
C -2.492030 -4.017444 -0.883539 -0.016 0.020 -0.105 -1.344
C -1.051191 -3.432660 1.640262 0.103 0.052 0.018 -0.244
C 2.283456 -1.578061 0.838797 -0.314 -0.015 -0.069 1.707
C 1.370778 -1.417232 2.011164 0.060 0.082 0.080 -1.695
C 1.629673 -2.003834 3.255894 0.032 0.024 -0.058 -0.578
C 0.824396 -1.746084 4.345314 -0.051 0.025 -0.026 -1.299
C -0.292371 -0.935201 4.196752 0.026 -0.206 0.058 -1.235
C -0.512029 -0.394579 2.956140 -0.018 -0.044 -0.220 -0.292
N 0.305044 -0.587785 1.902800 0.016 -0.290 0.240 2.035
Si 3.374868 -0.005269 0.902025 0.094 0.126 -0.098 0.580
C 4.798821 -0.128849 -0.311642 0.015 -0.084 0.014 -1.025
C 2.412437 1.541565 0.412309 -0.054 -0.465 -0.117 -0.121
C 3.981192 0.315774 2.634966 0.007 -0.066 0.121 -0.881
Si 3.371350 -3.128906 0.823725 0.119 -0.001 -0.018 0.699
C 4.812102 -3.114549 2.040601 -0.014 0.007 0.054 -1.387
C 2.381456 -4.680923 1.195343 -0.027 -0.043 -0.001 -1.260
C 4.216471 -3.331559 -0.857780 -0.068 0.061 -0.045 -1.199
H 0.118849 -3.724708 -2.053362 -0.007 0.010 0.004 0.349
H 1.732039 -4.132632 -1.408446 -0.042 -0.009 0.006 0.328
H 1.578488 -3.426198 -3.021945 -0.003 0.004 0.016 0.398
H -3.548060 -1.365906 -1.794588 -0.008 0.022 -0.004 0.438
H -4.183828 -0.833323 -4.108495 0.001 0.004 0.011 0.489
H -2.402768 -0.335301 -5.799883 0.018 -0.022 0.001 0.439
H -0.021911 -0.539485 -5.064521 -0.013 0.009 0.005 0.451
H -4.298859 -1.817910 0.249337 0.013 0.043 -0.002 0.447
H -3.259210 -0.675632 1.107484 -0.033 0.005 0.051 -0.057
H -3.710196 -2.201109 1.859162 -0.005 0.003 -0.025 0.517
H -2.852234 -3.695169 -1.862117 -0.006 -0.055 0.016 0.358
H -3.308973 -4.545117 -0.382605 0.027 0.000 0.007 0.457
H -1.686969 -4.739290 -1.047628 -0.017 0.011 0.025 0.343
H -1.187294 -2.882841 2.571706 0.021 -0.027 -0.008 0.196
H 0.015715 -3.576697 1.489154 -0.033 -0.049 -0.008 -0.562
H -1.505122 -4.419181 1.767086 -0.012 0.013 -0.002 0.593
H 2.492670 -2.644610 3.360107 0.002 0.022 0.042 0.244
H 1.062086 -2.175657 5.310413 0.002 -0.017 -0.020 0.459
H -0.959838 -0.709177 5.014707 0.022 -0.019 -0.032 0.521
H -1.384638 0.234409 2.786135 0.079 0.019 0.016 0.283
H 4.436926 -0.298185 -1.328755 0.036 0.018 0.004 0.195
H 5.497073 -0.929303 -0.062377 0.013 0.051 -0.013 0.264
H 5.354399 0.812824 -0.300381 -0.024 -0.007 -0.002 0.441
H 1.550341 1.707110 1.073590 0.146 0.212 0.155 -0.566
H 2.128760 1.539720 -0.642158 0.023 0.070 -0.040 0.055
H 3.046548 2.412486 0.594642 -0.026 0.026 0.052 0.586
H 4.391363 -0.568516 3.124276 0.011 0.039 0.013 0.321
H 3.157880 0.694358 3.249488 0.069 -0.048 -0.060 -0.036
H 4.759025 1.084104 2.614648 -0.003 0.002 -0.010 0.421
H 4.528727 -3.342523 3.070589 0.012 0.034 -0.018 0.413
H 5.334023 -2.156695 2.042505 0.053 -0.056 -0.014 0.347
H 5.529620 -3.877256 1.723559 -0.031 -0.016 0.016 0.432
H 2.120489 -4.761287 2.252636 -0.013 0.009 -0.019 0.348
H 2.984957 -5.555947 0.936970 0.018 0.020 0.029 0.532
H 1.456113 -4.738651 0.623094 0.023 -0.059 -0.010 0.284
H 5.266286 -3.042698 -0.788901 -0.016 -0.014 0.008 0.470
H 3.772142 -2.741833 -1.660873 0.068 -0.024 -0.022 0.218
H 4.184020 -4.379263 -1.168599 -0.008 0.019 0.022 0.437
O -4.068176 2.174690 5.387708 0.098 0.045 -0.044 -0.615
C -3.060189 2.318812 4.742276 -0.135 -0.099 0.054 0.593
S -1.422664 2.132836 5.367986 0.075 0.096 0.043 -0.175
C -0.510684 2.440131 3.876626 -0.105 0.098 -0.155 0.447
C -1.295840 2.726191 2.805797 0.040 0.046 0.193 -0.540
S -0.712542 3.047350 1.184713 0.113 -0.103 0.028 -0.187
S -3.045553 2.727945 3.016598 0.058 0.038 -0.048 -0.160
S 1.189768 2.251907 3.922955 -0.029 0.165 0.118 -0.409
```
Forces are in eV/Å.

F_max = 1.55 eV/Å
HOMO = -5.99 eV
HOMO-LUMO gap = 6.003 eV
ΔE to the lowest compared entry with this formula, charge and spin = 241.2 kJ/mol
Electronic energy = -5229.1731 Eh

=====

> Which of these has the lowest HOMO-LUMO gap?

C31H52N6O3S4SbScSi3